No. 1
Formula: C2H8N4O
Source: OMol25
Level of theory: wB97M-V/def2-TZVPD

The calculation puts the total energy at -10188.179 eV. As for the relative energy (zero: lowest compared OMol25 entry of this formula, charge and spin): 4.613 eV.

```
! RIJCOSX wB97M-V def2-TZVPD def2/J DEFGRID3
* xyz 2 1
O -3.51744 -0.55370 -0.53128
N 1.95739 0.43039 -1.01756
N 2.74274 -0.84218 0.79291
N -2.22229 -0.58998 -0.41475
N -2.03180 1.08006 0.95429
C -1.47815 0.39676 0.02522
C 1.84744 -0.27469 0.07169
H 1.14243 0.40320 -1.63460
H -3.97530 -0.82807 -1.39305
H 2.46024 -1.39546 1.64434
H -2.88772 0.83571 1.47725
H -1.70604 1.91956 1.35973
H -1.75426 -1.14990 -1.12061
H 3.79452 -0.79238 0.60748
H 2.40349 1.32267 -1.00103
*
```

***

No. 2
Formula: C2H8N4O
Source: OMol25
Level of theory: wB97M-V/def2-TZVPD

The calculation puts the total energy at -10189.335 eV. As for the relative energy (zero: lowest compared OMol25 entry of this formula, charge and spin): 3.457 eV.

```
! RIJCOSX wB97M-V def2-TZVPD def2/J DEFGRID3
* xyz 2 1
O 0.06366 0.48860 0.87909
N 0.43784 -2.35903 -0.87992
N -0.19936 2.78518 0.18082
N 0.27252 3.75151 1.12379
N 0.33059 -1.18949 -1.18658
C -0.35317 -3.00024 0.02796
C -0.06571 1.58068 0.56558
H 0.82212 -0.76309 -1.91285
H 0.79545 4.44976 0.60081
H -0.00100 -3.96661 0.56886
H -0.41936 4.18573 1.88094
H -0.81949 -2.29761 0.74658
H 1.07372 -3.07157 -1.37296
H -1.06938 -3.57419 -0.58410
H -0.86843 2.98037 -0.63800
*
```

***

No. 3
Formula: C2H8N4O
Source: OMol25
Level of theory: wB97M-V/def2-TZVPD

The calculation puts the total energy at -10190.426 eV. As for the relative energy (zero: lowest compared OMol25 entry of this formula, charge and spin): 2.366 eV.

```
! RIJCOSX wB97M-V def2-TZVPD def2/J DEFGRID3
* xyz 2 1
O -0.40086 0.74714 -0.16168
N 1.51369 -1.07430 0.96368
N 1.69939 -1.01663 2.08829
N 2.13951 -0.42569 -1.25109
N -2.62091 0.84218 0.40460
C -1.20306 1.10400 0.67952
C 1.18533 -1.09867 -0.31966
H -2.82923 0.17367 1.20921
H 0.56565 -1.81200 -0.82242
H 1.74807 -0.82162 -2.07476
H 1.88770 0.52646 -1.24578
H 3.18049 -0.51122 -1.01423
H -0.93608 1.25421 1.65915
H -2.64820 0.48533 -0.61872
H -3.28148 1.62714 0.50390
*
```

***

No. 4
Formula: C2H8N4P4
Source: OMol25
Level of theory: wB97M-V/def2-TZVPD

The calculation puts the total energy at -45313.923 eV. The SMILES is CC1=N\P(#[PH2])P[PH2]=N/N=N\1. As for the relative energy (zero: lowest compared OMol25 entry of this formula, charge and spin): 2.260 eV.

```
! RIJCOSX wB97M-V def2-TZVPD def2/J DEFGRID3
* xyz 0 1
P 1.16872 0.59437 -2.17083
P 1.64698 0.84365 0.02918
P -0.92060 0.01463 -1.87817
P 2.00914 -1.37848 0.12992
N 0.02602 0.85376 0.38500
N -2.11442 0.62609 1.04397
N -2.78743 0.76409 -0.05423
N -2.32763 0.56728 -1.26635
C -0.80941 0.36925 1.18385
C -0.22312 -0.29234 2.39279
H 0.75412 -0.04504 2.41679
H -0.34747 -1.25085 1.97442
H 2.72951 -1.24329 -1.13053
H 0.75907 1.96842 -2.38724
H -0.75538 -0.15527 3.26336
H -1.20529 -0.06143 -3.25912
H -0.61573 -1.29764 -1.71211
H 3.01292 -0.87720 1.03932
*
```

***

> What is the formula in the first record?

C2H8N4O

***

> The lowest relative energy (zero: lowest compared OMol25 entry of this formula, charge and spin) belongs to which entry?

C2H8N4P4

***

> Which of these has the lowest relative energy (zero: lowest compared OMol25 entry of this formula, charge and spin)?

C2H8N4P4